Entry 1:
Molecular formula: C13H23N4O2P2Sn
Method: DFT, wB97M-V/def2-TZVPD

Structure (ORCA input):
```
! RIJCOSX wB97M-V def2-TZVPD def2/J DEFGRID3
* xyz 3 1
N -1.4589 0.8253 2.4000
H 2.8266 -4.5928 -1.6516
H -0.8097 2.5093 -3.5634
H -0.8874 -1.8065 -4.0121
H -3.7175 -2.6288 0.6471
C -3.5186 0.8857 5.1713
C -0.6901 1.4794 -3.1967
C 2.6375 2.3195 -0.2624
H 4.4801 0.3469 0.7765
C -0.5795 -1.0878 -2.0263
H 3.3969 2.2292 0.5297
C -0.7277 -0.9118 -3.4231
O 3.5573 -3.9415 -1.6232
H 2.7701 1.4824 -0.9622
C -0.7697 -3.5928 1.2929
H -0.9450 -3.4473 2.3676
N -0.3813 0.0453 -1.2694
H 3.8805 -3.7709 -2.5113
H 0.3071 -3.7430 1.1229
C -0.1122 2.4938 -0.9797
H -3.1342 -1.4596 1.8445
H -1.0862 2.8525 -0.5753
Sn -0.1135 -0.1809 1.1236
H 1.4816 -0.1550 0.6519
H -1.3049 -4.4877 0.9470
H -0.1375 4.0698 1.6150
P -1.3467 -2.2011 0.3246
H 2.7607 3.2791 -0.7898
N -3.9342 0.4847 6.1898
C -0.3697 1.2596 -1.8562
H 0.3402 3.3051 -1.5925
H -1.0302 -3.2326 -1.8414
C 0.8905 3.8378 1.3257
C -3.0599 -1.7647 0.7920
N -3.1403 1.4525 4.0414
H 1.4996 3.8043 2.2323
H 3.9479 -1.0456 1.0473
C -0.7673 -2.3262 -1.3220
H -3.4648 -0.9396 0.1955
H 1.2702 4.6378 0.6797
C -0.8332 0.3482 -3.9891
P 0.9790 2.2456 0.4957
H -1.0271 0.4756 -5.0467
O 4.5396 -0.3681 1.3831
C -2.2181 1.0149 3.2972
*
```

## Properties
- frontier orbital gap (spin up / spin down) (eV) = 2.4 / 2.6
- HOMO energy (spin up / spin down) (eV) = -17.28 / -17.38
- E (eV) = -48283.525

So, what does the Mulliken scheme give us? The charges, in e, come out as: atom 1 (N): -0.59, atom 2 (H): 0.31, atom 3 (H): 0.55, atom 4 (H): 0.51, atom 5 (H): 0.43, atom 6 (C): 0.41, atom 7 (C): -0.60, atom 8 (C): -1.29, atom 9 (H): 0.31, atom 10 (C): 0.71, atom 11 (H): 0.34, atom 12 (C): -0.73, atom 13 (O): -0.63, atom 14 (H): 0.41, atom 15 (C): -1.14, atom 16 (H): 0.41, atom 17 (N): 0.02, atom 18 (H): 0.33, atom 19 (H): 0.43, atom 20 (C): -1.18, atom 21 (H): 0.34, atom 22 (H): 0.45, atom 23 (Sn): 0.85, atom 24 (H): 0.12, atom 25 (H): 0.46, atom 26 (H): 0.42, atom 27 (P): 0.44, atom 28 (H): 0.47, atom 29 (N): -0.31, atom 30 (C): 0.65, atom 31 (H): 0.64, atom 32 (H): 0.57, atom 33 (C): -1.11, atom 34 (C): -0.99, atom 35 (N): -0.37, atom 36 (H): 0.42, atom 37 (H): 0.29, atom 38 (C): -0.51, atom 39 (H): 0.35, atom 40 (H): 0.43, atom 41 (C): -0.60, atom 42 (P): 0.45, atom 43 (H): 0.51, atom 44 (O): -0.57, atom 45 (C): 0.59

---

Entry 2:
Molecular formula: C3H6BrNO3
Method: DFT, wB97M-V/def2-TZVPD

Structure (ORCA input):
```
! RIJCOSX wB97M-V def2-TZVPD def2/J DEFGRID3
* xyz 0 1
O -2.1940 1.4683 0.0287
N -1.3122 0.6277 0.7011
H 0.0920 1.9462 0.7676
H 0.5939 0.3493 1.6089
H 0.6287 -1.9780 -1.7257
H -0.5950 -1.4701 -0.7486
H 0.8367 -2.3087 0.0292
C -0.0889 0.8871 0.8614
O -1.8741 -0.4382 1.0392
C 0.4885 -1.5844 -0.7391
Br 2.8653 -0.2929 0.4423
O 1.1546 0.6469 -1.4334
H -1.7762 2.4042 -0.1323
C 1.1805 -0.2573 -0.6992
*
```

## Properties
- frontier orbital gap (eV) = 9.4
- ΔE to the lowest compared entry with this formula, charge and spin (eV) = 1.925
- HOMO energy (eV) = -9.60
- E (eV) = -80878.530
- SMILES string = C=[N+]([O-])O.CC(=O)Br

So, what does the Mulliken scheme give us? The charges, in e, come out as: atom 1 (O): -0.44, atom 2 (N): 0.67, atom 3 (H): 0.21, atom 4 (H): 0.43, atom 5 (H): 0.34, atom 6 (H): 0.31, atom 7 (H): 0.34, atom 8 (C): -0.65, atom 9 (O): -0.63, atom 10 (C): -0.89, atom 11 (Br): -0.26, atom 12 (O): -0.43, atom 13 (H): 0.38, atom 14 (C): 0.61

---

Entry 3:
Molecular formula: C20H41ClF3IN2NbO3S
Method: DFT, wB97M-V/def2-TZVPD

Structure (ORCA input):
```
! RIJCOSX wB97M-V def2-TZVPD def2/J DEFGRID3
* xyz -1 1
C -1.6639 -5.8232 -1.9643
C -2.3860 0.1369 1.4941
C -5.9657 0.2676 2.7705
S 3.4310 -0.7633 -0.6896
C -3.0729 -3.8404 -1.8110
H -1.4498 -3.8864 1.8195
Cl 0.4252 3.4495 0.5833
O 4.7205 0.5401 -3.3206
F 5.2536 6.7305 -2.7997
H -2.9325 -4.2134 0.9296
C -3.7563 3.0405 2.0160
C 4.9756 5.9258 -1.6460
H -6.4024 -0.2885 1.9365
H -6.3893 -0.1293 3.6973
C 3.2281 2.6095 0.2356
H -3.3817 -4.0786 -2.8351
C 4.7551 3.4759 -2.5404
H 5.5020 3.1876 -3.3666
F 4.7076 6.4422 0.7667
H -4.0552 2.8504 3.0502
F 2.9210 6.9632 -0.8217
O 6.2084 -0.6410 1.0952
H -2.5413 -7.7813 -1.7359
N -3.7948 0.5263 1.5565
H 5.4505 4.1546 -0.4211
C -1.1220 -4.0822 -0.3035
H -3.8317 -4.2750 -1.1463
C 6.0828 1.2757 -0.5113
H -5.1544 1.9260 0.8398
H 3.1471 3.7191 -0.0724
N -1.7541 -4.4182 -1.5754
I 7.1433 -1.6091 -1.5928
H 2.4163 1.7177 -2.3609
H -1.7569 -5.5076 1.2229
C 1.7828 2.1791 0.7094
H -4.1088 -1.9560 -1.9417
H -2.9162 -1.9999 -0.6495
H 5.7021 0.5506 -3.2616
O 1.4514 1.0902 1.1919
H -0.4842 0.2240 2.5028
H -1.8189 0.7481 3.5219
Nb 4.0373 1.4983 -1.5795
H -4.2914 3.9370 1.6857
C 4.2078 6.4449 -0.5548
C -4.4484 0.1211 2.7955
H -0.6176 -6.1427 -1.9197
C -1.8666 -4.4508 0.9792
H -2.3901 -1.8462 -2.3387
C 6.3854 -0.2423 -0.0802
C -2.5200 -6.8298 -1.1953
H -0.1214 -4.5266 -0.2689
H -4.0559 0.6719 3.6605
H 6.6763 4.4186 -1.7710
H -3.5541 -6.4993 -1.0814
H 6.0119 1.8761 0.4710
H 3.8826 4.0080 -3.0476
H -2.6940 3.2828 2.0004
C -3.1145 -2.3234 -1.6737
C 5.5539 4.4263 -1.5202
H -2.3328 -0.9521 1.6187
C -4.0874 1.8751 1.0849
H 3.5274 -0.8051 0.7047
H -2.0057 0.3191 0.4835
H -4.2319 -0.9378 2.9750
H -1.9315 -5.8949 -3.0256
C -1.4295 0.7714 2.5013
H -6.2750 1.3126 2.6953
H -1.1943 1.8028 2.2369
H -2.1064 -7.0386 -0.2079
H 6.9556 1.6812 -1.1328
H -0.9348 -3.0033 -0.2913
H 3.9849 2.5693 1.0983
H -3.5852 2.0390 0.1253
*
```

## Properties
- frontier orbital gap (eV) = 7.3
- HOMO energy (eV) = -5.88
- E (eV) = -71683.650

So, what does the Mulliken scheme give us? The charges, in e, come out as: atom 1 (C): -0.72, atom 2 (C): -0.25, atom 3 (C): -1.44, atom 4 (S): -0.36, atom 5 (C): -0.32, atom 6 (H): 0.39, atom 7 (Cl): -0.29, atom 8 (O): -0.80, atom 9 (F): -0.29, atom 10 (H): 0.22, atom 11 (C): -0.87, atom 12 (C): 0.09, atom 13 (H): 0.32, atom 14 (H): 0.44, atom 15 (C): -0.21, atom 16 (H): 0.44, atom 17 (C): -0.72, atom 18 (H): 0.30, atom 19 (F): -0.22, atom 20 (H): 0.23, atom 21 (F): -0.24, atom 22 (O): -0.54, atom 23 (H): 0.39, atom 24 (N): 0.28, atom 25 (H): 0.13, atom 26 (C): -0.72, atom 27 (H): 0.23, atom 28 (C): -0.40, atom 29 (H): 0.42, atom 30 (H): 0.02, atom 31 (N): 0.10, atom 32 (I): -0.07, atom 33 (H): 0.14, atom 34 (H): 0.33, atom 35 (C): 0.38, atom 36 (H): 0.45, atom 37 (H): -0.01, atom 38 (H): 0.29, atom 39 (O): -0.39, atom 40 (H): 0.39, atom 41 (H): 0.29, atom 42 (Nb): -0.06, atom 43 (H): 0.39, atom 44 (C): 0.24, atom 45 (C): -0.34, atom 46 (H): 0.36, atom 47 (C): -1.03, atom 48 (H): 0.34, atom 49 (C): 0.03, atom 50 (C): -0.95, atom 51 (H): 0.34, atom 52 (H): 0.26, atom 53 (H): 0.42, atom 54 (H): 0.27, atom 55 (H): 0.22, atom 56 (H): 0.42, atom 57 (H): 0.16, atom 58 (C): -1.19, atom 59 (C): -0.07, atom 60 (H): 0.05, atom 61 (C): -0.71, atom 62 (H): 0.17, atom 63 (H): 0.34, atom 64 (H): 0.43, atom 65 (H): 0.41, atom 66 (C): -1.03, atom 67 (H): 0.30, atom 68 (H): 0.04, atom 69 (H): 0.22, atom 70 (H): 0.51, atom 71 (H): 0.42, atom 72 (H): 0.28, atom 73 (H): 0.35

---

E of number 3 (C20H41ClF3IN2NbO3S)?
-71683.650 eV

---

What is the formula in the third record?
C20H41ClF3IN2NbO3S

---

Among the records above, which one has the lowest E?
C3H6BrNO3